Arrangement i

ORCA calculation (ωB97M-V with the def2-TZVPD basis set) on the molecule C4H4ClF3.

Gap between HOMO and LUMO = 0.427 Ha
LUMO level = 0.836 eV
SMILES string = FC[C@@]1(Cl)CC1(F)F

XYZ file:
```
12
C4H4ClF3 | the OMol25 dataset | ωB97M-V with the def2-TZVPD basis set
F -1.47675 -0.98814 -0.98947
C -1.31037 0.34223 -0.59642
C 0.00949 0.48253 0.21627
Cl 0.08083 2.08978 0.91488
C 0.47196 -0.71982 0.95497
C 1.20959 -0.19943 -0.23904
F 2.38781 0.44420 -0.06859
F 1.18538 -0.84712 -1.44388
H -2.20612 0.62211 0.00183
H -1.35903 0.93608 -1.50827
H 0.95556 -0.46173 1.88490
H 0.05164 -1.70070 0.87280
```

Here are the Löwdin charges for atoms 1 to 6, given in e: number 1, F, carries -0.0514; number 2, C, carries -0.1663; number 3, C, carries -0.7159; number 4, Cl, carries 0.7280; number 5, C, carries 0.0162; number 6, C, carries -0.5079

=====

Arrangement ii

ORCA calculation (ωB97M-V with the def2-TZVPD basis set) on a cluster of 2 separate species, C4H4ClF3 in total.

Gap between HOMO and LUMO = 0.389 Ha
LUMO level = 0.932 eV
SMILES string = F/C=C/Cl.C=C(F)F

XYZ file:
```
12
C4H4ClF3 | the OMol25 dataset | ωB97M-V with the def2-TZVPD basis set
F -2.95432 -2.02915 -1.39798
C -2.89036 -0.93465 -0.61315
C -2.11078 0.05585 -0.96328
Cl -1.85365 1.35765 0.16614
H -3.53393 -1.11752 0.28023
H -1.76461 -0.00692 -1.95328
C 3.16209 0.17807 0.88345
C 1.95522 0.61411 0.56935
F 0.95026 -0.01919 -0.05239
F 1.70764 1.90208 0.69006
H 3.57964 -0.85300 0.95950
H 3.75281 0.85267 1.43136
```

Here are the Löwdin charges for atoms 1 to 6, given in e: number 1, F, carries -0.0049; number 2, C, carries -0.2468; number 3, C, carries -0.5383; number 4, Cl, carries 0.6182; number 5, H, carries 0.1319; number 6, H, carries 0.0723

=====

Quick one: most stable of them? arrangement i

=====

Arrangement i

ORCA calculation (ωB97M-V with the def2-TZVPD basis set) on a structure of composition C27H21F10N5O4SSn.

Gap between HOMO and LUMO = 0.204 Ha
LUMO level = 4.288 eV
Total charge = -2

XYZ file:
```
69
C27H21F10N5O4SSn | the OMol25 dataset | ωB97M-V with the def2-TZVPD basis set
Sn -0.62715 0.56794 -0.80637
O -3.26484 -0.51822 3.09557
C -2.73684 -0.37771 1.82175
O -1.58289 -1.07382 1.69582
C -3.35361 0.39951 0.92327
C -4.56656 1.12828 1.29920
C -5.41598 1.53292 0.34341
C -5.07863 1.30837 -1.03909
C -3.78391 0.93433 -1.31367
N -2.86078 0.59324 -0.40267
C -3.35818 1.02481 -2.75451
O -4.26370 0.51620 -3.62898
O -2.34068 1.51458 -3.15394
H -2.54538 -0.90508 3.61211
H -4.76181 1.29639 2.35006
H -6.32633 2.06394 0.59917
H -5.72758 1.64815 -1.83385
H -4.94668 0.07837 -3.10170
F 3.30276 -4.39619 -5.26453
C 3.20821 -3.44178 -4.31832
C 2.98556 -2.12350 -4.66763
F 2.85867 -1.79860 -5.96557
C 2.89386 -1.15415 -3.68821
F 2.66985 0.10580 -4.09806
C 3.01492 -1.43059 -2.32251
S 2.84088 -0.21466 -1.09739
C 3.25153 -2.77489 -2.01794
F 3.40602 -3.15968 -0.74228
C 3.34119 -3.76130 -2.98096
F 3.57126 -5.03979 -2.62845
N 3.94482 2.54504 -2.45458
C 2.98118 3.48951 -2.35639
N 1.71149 3.06680 -2.43678
N 3.36141 4.75180 -2.24390
C 2.42823 5.68457 -2.22780
N 1.66722 6.56045 -2.19008
H 3.69981 1.59124 -2.16114
H 4.86040 2.87293 -2.19629
H 1.52095 2.07280 -2.38086
H 0.95016 3.68078 -2.18898
F -0.06331 -1.46203 -2.99592
C -0.94422 -1.43942 -1.92996
F -2.20574 -1.48231 -2.51001
C -0.79042 -2.81613 -1.27988
F -0.84751 -3.82572 -2.18506
F -1.76142 -3.04488 -0.38476
F 0.39583 -2.92653 -0.65457
C -0.65690 1.80294 2.55358
C 0.17986 0.53703 2.33791
C 1.58163 0.98763 1.90033
C -0.40498 -0.36497 1.22495
C 0.31068 -0.28485 3.62250
C -0.34921 0.04134 4.80459
C -0.22590 -0.74709 5.94581
C 0.56813 -1.88054 5.93062
C 1.23817 -2.21763 4.75967
C 1.10877 -1.43257 3.62749
H -0.73488 2.34782 1.61031
H -0.17168 2.46315 3.27941
H -1.67061 1.59731 2.89498
H 1.51623 1.62003 1.01200
H 2.22729 0.14765 1.64734
H 2.05091 1.56831 2.69935
H 0.31116 -1.17187 1.05928
H -0.97991 0.91903 4.84340
H -0.76020 -0.46857 6.84700
H 0.66270 -2.49855 6.81539
H 1.85989 -3.10432 4.72553
H 1.62682 -1.72303 2.72179
```

Here are the Löwdin charges for atoms 1 to 6, given in e: number 1, Sn, carries 1.2163; number 2, O, carries 0.0385; number 3, C, carries -0.3859; number 4, O, carries -0.0567; number 5, C, carries -0.2182; number 6, C, carries -0.0426

=====

Arrangement ii

ORCA calculation (ωB97M-V with the def2-TZVPD basis set) on a structure of composition C27H21F10N5O4SSn.

Gap between HOMO and LUMO = 0.176 Ha
LUMO level = 4.444 eV
Total charge = -2

XYZ file:
```
69
C27H21F10N5O4SSn | the OMol25 dataset | ωB97M-V with the def2-TZVPD basis set
Sn -0.36520 0.29240 0.74232
O 3.66923 -0.25763 -1.81457
C 2.55894 -0.47231 -0.99561
O 1.45206 -0.05975 -1.67657
C 2.73855 -0.92648 0.25753
C 4.06935 -1.28786 0.72759
C 4.24194 -1.83371 1.94629
C 3.10182 -2.12380 2.76259
C 1.85804 -1.73847 2.28885
N 1.64170 -1.11088 1.13244
C 0.61602 -2.02708 3.06794
O 0.76172 -2.72725 4.21968
O -0.49539 -1.72299 2.72253
H 3.31326 0.27799 -2.53368
H 4.90755 -1.09175 0.07261
H 5.23543 -2.06307 2.31595
H 3.26487 -2.60973 3.71774
H 1.70137 -2.89419 4.34982
F -5.16805 1.10459 5.91111
C -4.65846 0.78234 4.70623
C -3.79452 1.64051 4.05049
F -3.48612 2.81300 4.62713
C -3.27995 1.30795 2.81316
F -2.49759 2.20156 2.21671
C -3.60143 0.10685 2.15821
S -3.04649 -0.32043 0.59103
C -4.49298 -0.72451 2.85500
F -4.89229 -1.88022 2.30446
C -5.00989 -0.40498 4.09306
F -5.87856 -1.23427 4.70530
N 2.36141 5.85302 1.44571
C 1.99661 4.54674 1.66048
N 2.13964 3.69560 0.62481
N 1.59800 4.22517 2.84833
C 1.10957 3.02598 3.11017
N 0.68320 1.99299 3.41139
H 3.00346 6.03561 0.69552
H 2.47576 6.39868 2.28062
H 2.10275 4.06331 -0.31055
H 1.66904 2.80486 0.71507
F 0.18547 2.94938 -1.55252
C -0.85166 2.61661 -0.63766
F -0.84911 3.73676 0.22241
C -2.12039 2.79947 -1.44880
F -2.13759 3.93287 -2.23824
F -3.20753 2.89359 -0.66859
F -2.32130 1.77824 -2.30822
C -1.53782 -2.40708 -1.52529
C -0.12687 -1.98315 -1.94323
C 0.84340 -3.01815 -1.36341
C 0.11276 -0.54370 -1.40124
C -0.00982 -1.89664 -3.46000
C -1.09587 -1.49188 -4.24370
C -0.99831 -1.38854 -5.62169
C 0.20034 -1.67032 -6.26410
C 1.30082 -2.02696 -5.50157
C 1.19657 -2.13393 -4.12137
H -1.53821 -2.62977 -0.45878
H -1.85027 -3.29804 -2.07746
H -2.26238 -1.60815 -1.67985
H 0.72419 -3.03366 -0.28050
H 1.88540 -2.78717 -1.56798
H 0.61196 -4.00718 -1.77280
H -0.47253 0.10846 -2.05466
H -2.02787 -1.22831 -3.76149
H -1.86293 -1.08938 -6.20349
H 0.27701 -1.60577 -7.34352
H 2.24875 -2.23428 -5.98628
H 2.07938 -2.39113 -3.55288
```

Here are the Löwdin charges for atoms 1 to 6, given in e: number 1, Sn, carries 1.1776; number 2, O, carries 0.0133; number 3, C, carries -0.3930; number 4, O, carries -0.0904; number 5, C, carries -0.2456; number 6, C, carries -0.0452

=====

Quick one: most stable of them? arrangement i

=====

Arrangement i

ORCA calculation (ωB97M-V with the def2-TZVPD basis set) on the molecule C4H5NOS2.

Gap between HOMO and LUMO = 0.325 Ha
LUMO level = 0.568 eV
SMILES string = S/N=C1\C=COCS1

XYZ file:
```
13
C4H5NOS2 | the OMol25 dataset | ωB97M-V with the def2-TZVPD basis set
S -2.86266 1.24882 0.40826
N -1.44754 1.17782 1.09191
C -0.47143 0.52803 0.63620
C -0.52023 -0.08652 -0.77487
C 0.43922 -0.67623 -1.38465
O 1.78300 -0.92537 -1.05480
C 1.94330 -0.71329 0.34746
S 1.18528 0.68667 1.20015
H -3.50486 1.58305 1.59368
H -1.43610 0.42897 -1.19814
H 0.40766 -1.06416 -2.48284
H 2.99976 -0.62129 0.50649
H 1.48460 -1.56650 1.11115
```

Here are the Löwdin charges for atoms 1 to 6, given in e: number 1, S, carries 0.7659; number 2, N, carries -0.4831; number 3, C, carries -0.7169; number 4, C, carries -0.1141; number 5, C, carries -0.1648; number 6, O, carries -0.1044

=====

Arrangement ii

ORCA calculation (ωB97M-V with the def2-TZVPD basis set) on the molecule C4H5NOS2.

Gap between HOMO and LUMO = 0.326 Ha
LUMO level = 0.590 eV
SMILES string = Oc1cc(S)n(S)c1

XYZ file:
```
13
C4H5NOS2 | the OMol25 dataset | ωB97M-V with the def2-TZVPD basis set
O -2.80174 0.04945 -0.12069
C -1.44896 0.03086 -0.18333
C -0.57579 -1.09640 -0.15108
C 0.70974 -0.64557 -0.16463
S 2.19795 -1.58873 -0.25177
N 0.66795 0.74110 -0.20290
S 1.99523 1.78034 -0.23989
C -0.66198 1.14594 -0.22006
H -3.08734 -0.88609 -0.22065
H -0.84676 -2.14440 -0.17572
H 2.57609 -1.52761 1.05035
H 2.17378 1.93578 1.07660
H -0.89818 2.20532 -0.19622
```

Here are the Löwdin charges for atoms 1 to 6, given in e: number 1, O, carries 0.0474; number 2, C, carries -0.3458; number 3, C, carries -0.0503; number 4, C, carries -0.7157; number 5, S, carries 0.7574; number 6, N, carries -0.5328

=====

Quick one: most stable of them? arrangement ii

=====

Arrangement i

ORCA calculation (ωB97M-V with the def2-TZVPD basis set) on a cluster of 2 separate species, C3H4ClP in total.

Gap between HOMO and LUMO (alpha / beta) = 0.257 / 0.258 Ha
LUMO level (alpha / beta) = -1.137 / -1.117 eV

XYZ file:
```
9
C3H4ClP | the OMol25 dataset | ωB97M-V with the def2-TZVPD basis set
C -1.02845 1.64788 -0.69326
C -0.82353 0.57825 -0.15352
C -0.80689 -0.78552 0.31812
P 3.47894 0.64444 0.55998
Cl 3.05570 -0.99801 -0.31968
H -1.28438 2.54065 -1.20154
H -1.04924 -1.02445 1.42245
H 0.11395 -1.21461 0.17769
H -1.65610 -1.38864 -0.11024
```

Here are the Löwdin charges for atoms 1 to 6, given in e: number 1, C, carries 0.0946; number 2, C, carries -0.2094; number 3, C, carries -0.1398; number 4, P, carries 0.0727; number 5, Cl, carries -0.0312; number 6, H, carries 0.0148

=====

Arrangement ii

ORCA calculation (ωB97M-V with the def2-TZVPD basis set) on a cluster of 2 separate species, C3H4ClP in total.

Gap between HOMO and LUMO (alpha / beta) = 0.256 / 0.259 Ha
LUMO level (alpha / beta) = -1.392 / -1.359 eV

XYZ file:
```
9
C3H4ClP | the OMol25 dataset | ωB97M-V with the def2-TZVPD basis set
C 0.49144 -0.34305 -1.29391
C -0.12322 0.02509 -0.32858
C -0.59928 0.44438 0.94203
P 3.91816 0.24762 -1.12438
Cl 3.50521 -0.04093 0.80283
H 1.26921 -0.55600 -2.00577
H -0.03849 1.30769 1.18649
H -0.30519 -0.37536 1.67042
H -1.67104 0.79121 1.01047
```

Here are the Löwdin charges for atoms 1 to 6, given in e: number 1, C, carries 0.0344; number 2, C, carries -0.2456; number 3, C, carries -0.1319; number 4, P, carries 0.1560; number 5, Cl, carries -0.0553; number 6, H, carries -0.0206

=====

Quick one: most stable of them? arrangement ii

=====

Arrangement i

ORCA calculation (ωB97M-V with the def2-TZVPD basis set) on a structure of composition C4H12NO3.

Gap between HOMO and LUMO = 0.261 Ha
LUMO level = 3.551 eV
Total charge = -1

XYZ file:
```
20
C4H12NO3 | the OMol25 dataset | ωB97M-V with the def2-TZVPD basis set
C 2.39092 0.34795 0.24966
O 3.44220 -0.86652 -0.55217
C 0.99078 -0.19499 0.03968
C -0.00358 0.89282 0.47818
C -1.39234 0.27403 0.77353
O -1.71854 -0.75771 -0.05009
N 0.80008 -0.41881 -1.39207
H 2.54114 1.42966 0.20470
H 2.75626 0.03178 1.22133
H 3.22401 0.03383 -0.75157
H 0.87123 -1.09436 0.65003
H -0.13992 1.51630 -0.40929
H 0.39744 1.41288 1.35743
H -2.16027 1.08135 0.77449
H -1.39457 0.00281 1.86603
H -0.08090 -0.86933 -1.59641
H 1.55399 -1.05676 -1.61331
H -3.17112 -0.38094 -0.32284
H -4.71069 -1.08945 -0.51641
O -4.19610 -0.29451 -0.41093
```

Here are the Löwdin charges for atoms 1 to 6, given in e: number 1, C, carries -0.0458; number 2, O, carries -0.1573; number 3, C, carries -0.4344; number 4, C, carries -0.1715; number 5, C, carries -0.4643; number 6, O, carries -0.3103

=====

Arrangement ii

ORCA calculation (ωB97M-V with the def2-TZVPD basis set) on a structure of composition C4H12NO3.

Gap between HOMO and LUMO = 0.264 Ha
LUMO level = 3.460 eV
Total charge = -1

XYZ file:
```
20
C4H12NO3 | the OMol25 dataset | ωB97M-V with the def2-TZVPD basis set
C -0.59904 0.24491 2.44148
O -0.88169 1.43358 2.99158
C 0.14440 0.39541 0.96034
C -0.89777 -0.32922 -0.00392
C -0.45349 -0.29101 -1.52485
O 0.86821 -0.05619 -1.75795
N 1.57277 -0.04209 1.08976
H -0.12786 -0.31656 3.36557
H -1.73561 -0.06581 2.12826
H -0.54676 2.24724 2.57492
H 0.11326 1.38701 0.47973
H -0.98725 -1.30290 0.36546
H -1.94943 0.03074 0.24459
H -0.61711 -1.27129 -1.96750
H -1.06421 0.43547 -2.09888
H 1.91811 0.07062 0.16738
H 1.57323 -1.10564 1.40487
H 1.34943 -0.65357 -2.79831
H 1.02981 0.05161 -4.11352
O 1.29100 -0.86233 -3.94899
```

Here are the Löwdin charges for atoms 1 to 6, given in e: number 1, C, carries -0.2782; number 2, O, carries -0.1272; number 3, C, carries -0.3297; number 4, C, carries -0.1658; number 5, C, carries -0.3892; number 6, O, carries -0.3012

=====

Quick one: most stable of them? arrangement ii

=====

Arrangement i

ORCA calculation (ωB97M-V with the def2-TZVPD basis set) on the ion C11H14N with charge +1.

Gap between HOMO and LUMO (alpha / beta) = 0.270 / 0.270 Ha
LUMO level (alpha / beta) = -5.766 / -5.765 eV
Total charge = +1

XYZ file:
```
26
C11H14N | the OMol25 dataset | ωB97M-V with the def2-TZVPD basis set
C 2.65675 -1.70092 0.60566
C 2.78519 -0.33176 0.83771
C 1.59946 -2.16536 -0.26091
C 1.75876 0.54190 0.41673
C 0.62100 -1.28247 -0.70440
C 0.71626 0.10502 -0.35119
C -2.34830 -0.27623 -0.44870
C -1.54950 0.63436 -1.13261
C -2.29705 -0.74079 0.93645
C -0.26795 1.09463 -0.81651
C -0.02327 2.48834 -1.19939
N -1.04307 -0.37715 1.58327
H 3.56681 -2.17391 0.91226
H 3.52907 -0.00417 1.61272
H 1.80651 -3.11817 -0.74989
H 1.87948 1.57591 0.45903
H -0.02521 -1.85031 -1.36150
H -3.24036 -0.56668 -1.00355
H -2.11071 1.20024 -1.98812
H -3.19179 -0.24544 1.42119
H -2.55564 -1.77262 1.12915
H -0.39729 3.17891 -0.32124
H -0.78121 2.80654 -1.89757
H 0.98392 2.72745 -1.62989
H -0.85080 0.61550 1.30909
H -1.22103 -0.36285 2.64220
```

Here are the Löwdin charges for atoms 1 to 6, given in e: number 1, C, carries -0.0120; number 2, C, carries -0.0315; number 3, C, carries -0.0288; number 4, C, carries -0.0142; number 5, C, carries -0.0026; number 6, C, carries -0.2179

=====

Arrangement ii

ORCA calculation (ωB97M-V with the def2-TZVPD basis set) on the ion C11H14N with charge +1.

Gap between HOMO and LUMO = 0.336 Ha
LUMO level = -4.057 eV
Total charge = +1

XYZ file:
```
26
C11H14N | the OMol25 dataset | ωB97M-V with the def2-TZVPD basis set
C -0.04665 -1.72345 -1.86166
C 0.90543 3.54549 0.44100
C 1.08717 2.75874 1.54149
C 0.31616 3.02483 -0.74527
C 0.66395 1.43336 1.52066
C -0.15534 1.72547 -0.78576
C 0.06556 0.98350 0.36180
C 0.30761 -2.30484 1.84421
C -1.07352 -1.92519 -2.99151
C -0.69488 -1.24119 1.54437
C -0.31506 -0.42330 0.24557
N -0.19747 -1.07831 -0.81083
H 0.90096 -2.21471 -1.97397
H 1.28822 4.52556 0.48832
H 1.68738 3.07793 2.34257
H 0.18321 3.72222 -1.58886
H 0.96734 0.81904 2.36233
H -0.73947 1.25357 -1.55619
H -0.11292 -3.06198 2.54909
H 0.62952 -2.77626 0.95876
H 1.16870 -1.85253 2.40360
H -1.38414 -0.92193 -3.30098
H -2.00464 -2.52419 -2.69599
H -0.72985 -2.44126 -3.81389
H -1.10807 -0.54875 2.23725
H -1.60921 -1.83182 1.28390
```

Here are the Löwdin charges for atoms 1 to 6, given in e: number 1, C, carries -0.0255; number 2, C, carries -0.0314; number 3, C, carries -0.0472; number 4, C, carries -0.0222; number 5, C, carries 0.0034; number 6, C, carries -0.0126

=====

Quick one: most stable of them? arrangement ii